1.
17
Properties=species:S:1:pos:R:3 method="wB97M-V/def2-TZVPD" e_tot_ha=-413.52470 e_above_lowest_kcal_mol=140.1 charge=+1 orbital_gap_ev="7.533 / 7.536" e_homo_ha="-0.450 / -0.450" e_lumo_ha="-0.1729 / -0.1729"
C 1.21 -0.84 -0.16
C 0.03 1.27 -0.63
C 1.37 0.58 -0.17
N 1.65 -1.93 0.07
N -1.35 -0.70 -0.58
N -1.85 -1.46 0.45
N -1.11 0.73 0.01
O 1.85 0.95 1.10
H 0.07 2.36 -0.60
H -0.20 1.03 -1.61
H 2.17 0.83 -0.93
H 1.32 -2.89 0.09
H -1.42 -2.31 0.67
H -2.92 -1.58 0.44
H -0.95 0.64 1.04
H -1.83 1.39 -0.18
H 1.98 1.95 1.00

---

2.
9
Properties=species:S:1:pos:R:3 method="wB97M-V/def2-TZVPD" e_tot_ha=-395.95986 e_above_lowest_kcal_mol=72.7 charge=-1 orbital_gap_ev=7.632 e_homo_ha=-0.122 e_lumo_ha=0.1587 smiles="O=C([O-])OC1=CN1"
C -0.38 0.41 -0.22
C 1.91 -0.22 0.17
C -1.23 -0.54 -0.51
N -1.75 0.89 -0.28
O 1.49 -1.32 -0.04
O 0.76 0.91 -0.03
O 2.93 0.31 0.50
H -1.62 -1.49 -0.27
H -2.11 1.05 0.68

---

3.
74
Properties=species:S:1:pos:R:3 method="wB97M-V/def2-TZVPD" e_tot_ha=-3302.52787 e_above_lowest_kcal_mol=5.2 multiplicity=2 orbital_gap_ev="7.224 / 5.645" e_homo_ha="-0.256 / -0.261" e_lumo_ha="0.0093 / -0.0538"
Ba -5.81 -0.51 21.47
N -6.54 0.65 18.93
C -7.86 1.13 19.16
C -8.81 0.04 19.53
N -8.67 -0.51 20.89
C -9.22 -1.84 21.09
C -8.16 -2.86 21.61
N -6.99 -2.78 20.68
C -9.12 0.61 21.76
C -8.95 0.21 23.27
N -7.49 0.11 23.53
H -6.44 0.04 18.14
H -5.91 1.47 18.87
H -7.78 1.89 19.96
H -8.31 1.56 18.29
H -9.87 0.44 19.37
H -8.77 -0.78 18.80
H -10.13 -1.75 21.77
H -9.48 -2.18 20.11
H -7.87 -2.67 22.64
H -8.72 -3.79 21.46
H -6.26 -3.51 20.83
H -7.27 -2.92 19.69
H -8.36 1.38 21.57
H -10.13 1.03 21.63
H -9.47 0.99 23.83
H -9.41 -0.73 23.53
H -7.05 0.96 23.96
H -7.30 -0.46 24.33
S -4.34 -1.15 24.44
Sb -2.50 -0.87 22.98
S -3.07 -2.11 21.01
S -2.68 1.34 22.32
C -5.20 2.76 24.30
N -4.84 3.50 23.09
C -3.77 4.30 23.15
C -3.25 4.86 22.04
C -3.90 4.58 20.81
N -4.95 3.74 20.71
C -5.34 3.16 21.80
O -6.27 2.39 21.81
N -3.51 5.10 19.68
H -5.10 1.70 24.06
H -6.22 3.08 24.62
H -4.46 2.90 25.05
H -3.28 4.39 24.11
H -2.37 5.56 22.14
H -2.80 5.80 19.73
H -3.89 4.75 18.82
N -1.18 1.12 19.05
C -1.81 2.36 18.84
C -3.01 2.20 17.87
O -3.24 1.00 17.49
O -3.58 3.20 17.49
H -0.18 1.15 18.89
H -2.42 0.54 17.80
H -1.37 0.76 19.97
H -1.20 3.13 18.43
H -2.06 2.88 19.73
C -6.07 -2.92 14.52
N -5.36 -2.99 15.80
C -4.06 -2.18 15.88
C -3.69 -2.47 17.31
N -5.04 -2.41 17.87
C -5.89 -2.97 17.01
S -7.47 -3.55 17.27
H -5.36 -2.96 13.70
H -6.53 -1.91 14.40
H -6.80 -3.70 14.34
H -4.26 -1.15 15.72
H -3.38 -2.67 15.16
H -3.07 -1.67 17.84
H -3.24 -3.43 17.35
H -5.12 -2.72 18.84

---

4.
9
Properties=species:S:1:pos:R:3 method="wB97M-V/def2-TZVPD" e_tot_ha=-391.49787 e_above_lowest_kcal_mol=152.1 orbital_gap_ev="9.467 / 9.542" e_homo_ha="-0.402 / -0.373" e_lumo_ha="-0.0539 / -0.0227"
N -1.51 -0.80 -0.35
N 0.22 0.45 0.78
N 1.17 -0.29 0.03
O 1.34 -1.35 0.45
O 1.57 0.22 -0.93
O 0.15 1.63 0.28
H -1.49 -1.54 0.37
H -2.26 -0.12 -0.22
H 0.80 1.81 -0.42

---

5.
17
Properties=species:S:1:pos:R:3 method="wB97M-V/def2-TZVPD" e_tot_ha=-1396.18198 e_above_lowest_kcal_mol=56.9 orbital_gap_ev=7.228 e_homo_ha=-0.285 e_lumo_ha=-0.0194 smiles=CC[Si]#[PH2].[PH2]#[PH2]
C -2.73 1.03 -1.04
C -2.04 -0.35 -1.00
Si -1.43 -0.69 0.78
P 2.20 -1.38 0.23
P 3.97 -0.29 0.52
P 0.28 0.75 0.75
H -3.47 1.19 -1.80
H -3.31 1.34 -0.23
H -2.04 1.78 -1.11
H -1.24 -0.42 -1.62
H -2.66 -1.09 -1.24
H 2.72 -2.52 0.81
H 2.32 -1.84 -1.12
H 3.75 -0.25 1.87
H 3.37 1.04 0.64
H -0.61 1.59 1.55
H 0.91 0.12 2.02

---

6.
80
Properties=species:S:1:pos:R:3 method="wB97M-V/def2-TZVPD" e_tot_ha=-4409.22790 e_above_lowest_kcal_mol=43.5 multiplicity=2 orbital_gap_ev="8.018 / 5.706" e_homo_ha="-0.297 / -0.296" e_lumo_ha="-0.0023 / -0.0862"
Cu 1.43 1.07 0.90
S 0.81 3.23 1.89
C 0.90 3.42 0.24
N 1.08 4.57 -0.42
N 0.98 4.50 -1.74
C 1.90 5.10 -2.60
C 3.15 5.49 -2.12
C 4.05 6.04 -3.01
C 3.73 6.19 -4.35
C 2.48 5.79 -4.82
C 1.56 5.24 -3.94
N 0.76 2.22 -0.52
N 1.84 1.67 -0.97
C 1.55 0.66 -1.96
C 1.20 1.08 -3.23
C 0.94 0.14 -4.22
C 1.04 -1.21 -3.94
C 1.40 -1.62 -2.66
C 1.66 -0.69 -1.67
H 0.13 4.11 -2.15
H 3.38 5.35 -1.07
H 5.03 6.33 -2.65
H 4.44 6.63 -5.03
H 2.22 5.91 -5.86
H 0.58 4.93 -4.29
H 1.14 2.14 -3.44
H 0.65 0.47 -5.21
H 0.83 -1.94 -4.70
H 1.47 -2.68 -2.43
H 1.90 -1.00 -0.66
C 1.43 0.25 4.34
N 1.74 -1.03 3.74
C 1.34 -2.27 4.21
C 1.86 -3.20 3.38
N 2.56 -2.50 2.42
C 2.49 -1.18 2.64
S 3.30 0.04 1.75
H 0.77 0.08 5.19
H 0.93 0.87 3.60
H 2.34 0.74 4.67
H 0.71 -2.37 5.08
H 1.78 -4.27 3.39
H 3.04 -2.89 1.62
C -2.90 1.25 0.72
C -2.66 -0.01 -0.13
C -2.14 0.45 -1.50
C -3.99 -0.75 -0.31
Si -1.37 -1.04 0.79
O -0.03 -0.26 1.17
C -2.18 -1.64 2.40
C -3.13 -2.67 2.47
C -3.68 -3.06 3.68
C -3.30 -2.44 4.86
C -2.36 -1.42 4.82
C -1.81 -1.04 3.60
C -0.99 -2.67 -0.13
C -1.41 -3.05 -1.40
C -1.06 -4.29 -1.95
C -0.27 -5.16 -1.23
C 0.17 -4.81 0.04
C -0.20 -3.58 0.57
H -3.60 1.92 0.22
H -1.97 1.79 0.90
H -3.33 0.99 1.70
H -2.90 1.07 -2.00
H -1.91 -0.38 -2.18
H -1.23 1.04 -1.40
H -4.70 -0.12 -0.86
H -4.44 -1.00 0.65
H -3.87 -1.68 -0.88
H -3.42 -3.18 1.57
H -4.42 -3.85 3.71
H -3.73 -2.74 5.81
H -2.06 -0.93 5.74
H -1.09 -0.23 3.56
H -2.02 -2.39 -2.00
H -1.42 -4.56 -2.94
H 0.01 -6.12 -1.66
H 0.78 -5.50 0.61
H 0.12 -3.33 1.58